No. 1
Here is a cluster of 2 separate species, C3H5NO2 in total in a non-equilibrium geometry from the OMol25 dataset. Energies are from wB97M-V/def2-TZVPD.

```
11
Properties=species:S:1:pos:R:3:forces:R:3
N 2.22288 1.17625 0.33566 0.05 -0.74 -0.62
C 2.12739 0.30242 -0.43218 0.15 0.80 0.72
O -0.29817 -0.89845 -1.40888 0.07 -0.06 -0.07
C -0.87198 -0.98283 -0.13384 -0.19 -0.06 0.24
C -1.32176 0.36935 0.39652 -0.14 -0.03 0.37
O -1.76441 0.54158 1.50762 0.26 -0.04 -0.55
H 2.37028 1.90269 1.00292 -0.03 0.07 0.05
H 0.64474 -0.69703 -1.30189 -0.12 -0.04 -0.14
H -0.21349 -1.44811 0.61643 -0.11 0.09 -0.15
H -1.76743 -1.61177 -0.20785 0.09 0.06 0.05
H -1.22024 1.20006 -0.33721 -0.04 -0.05 0.11
```
Forces are in eV/Å.

Properties
Gap between HOMO and LUMO   10.46 eV
E_HOMO   -9.65 eV
ΔE to the lowest compared entry with this formula, charge and spin   257.7 kJ/mol

---

No. 2
Here is the molecule C3H5NO2 in a non-equilibrium geometry from the OMol25 dataset. Energies are from wB97M-V/def2-TZVPD.

```
11
Properties=species:S:1:pos:R:3:forces:R:3
H -2.61055 -0.01680 0.15052 -0.32 0.73 0.02
N -1.94521 0.15493 0.90029 0.45 -1.00 -0.18
C -0.79572 0.08918 0.38830 -0.49 -1.62 -0.27
C 0.56780 0.09408 1.00433 -0.70 2.67 0.33
O 1.51152 -0.08132 -0.01512 -0.11 0.20 -0.08
C 0.74944 -0.31128 -1.17741 0.21 -0.17 -0.26
O -0.50995 0.28311 -0.95109 -0.40 -0.52 -0.07
H 0.16649 1.17587 1.09040 2.47 0.29 0.73
H 1.01677 -0.16037 1.96675 -1.07 -0.62 -0.16
H 1.23960 0.16329 -2.02693 -0.15 -0.06 0.01
H 0.60982 -1.39069 -1.33004 0.11 0.09 -0.08
```
Forces are in eV/Å.

Properties
Gap between HOMO and LUMO   10.34 eV
SMILES string   [H]/N=C1/COCO1
E_HOMO   -9.52 eV
ΔE to the lowest compared entry with this formula, charge and spin   280.1 kJ/mol

---

No. 3
Here is the molecule C3H5NO2 from the OMol25 dataset. Energies are from wB97M-V/def2-TZVPD.

```
11
Properties=species:S:1:pos:R:3:forces:R:3
C 1.02425 0.89359 0.58986 0.01 0.01 0.00
C -0.08369 0.04734 0.06522 0.34 0.09 0.14
N -0.63054 -1.14013 0.73709 -0.12 0.08 0.19
O -1.00937 -1.68801 -0.57181 -0.16 -0.07 -0.15
C -0.46760 -0.54970 -1.18612 0.20 -0.05 -0.38
O -1.12838 0.61671 -0.73699 -0.15 0.09 -0.02
H 0.65657 1.68231 1.25364 -0.02 -0.14 -0.06
H 1.53862 1.36703 -0.25029 -0.08 -0.03 0.13
H 1.73814 0.27142 1.13522 -0.11 0.07 -0.08
H -1.52761 -0.90454 1.17115 0.16 0.00 0.10
H -0.11036 -0.59602 -2.20696 -0.06 -0.05 0.12
```
Forces are in eV/Å.

Properties
Gap between HOMO and LUMO   10.78 eV
SMILES string   C[C@]12NO[C@H]1O2
E_HOMO   -9.79 eV
ΔE to the lowest compared entry with this formula, charge and spin   413.9 kJ/mol

---

No. 4
Here is the molecule C3H5NO2 in a non-equilibrium geometry from the OMol25 dataset. Energies are from wB97M-V/def2-TZVPD.

```
11
Properties=species:S:1:pos:R:3:forces:R:3
N -1.75226 0.42062 -0.09392 -0.42 0.15 -0.04
C -0.52106 -0.22666 0.02917 -0.02 -1.01 -0.17
C -0.08585 -1.50673 -0.06806 -0.85 1.17 0.31
O 1.24722 -1.38572 0.02377 0.49 1.53 -0.04
C 0.83167 0.29664 0.30093 0.59 -1.44 0.14
O 1.32136 1.26985 -0.48639 0.23 -0.46 -0.17
H -2.08768 0.49761 -1.04548 0.11 0.10 0.10
H -1.80864 1.31675 0.37133 0.04 -0.15 -0.06
H -0.57746 -2.46907 -0.12146 0.05 -0.03 -0.06
H 1.19875 0.31327 1.33041 -0.09 0.07 -0.08
H 2.23395 1.47344 -0.24032 -0.14 0.08 0.07
```
Forces are in eV/Å.

Properties
Gap between HOMO and LUMO   8.29 eV
SMILES string   NC1=CO[C@H]1O
E_HOMO   -7.67 eV
ΔE to the lowest compared entry with this formula, charge and spin   308.2 kJ/mol

---

No. 5
Here is the molecule C3H5NO2 in a non-equilibrium geometry from the OMol25 dataset. Energies are from wB97M-V/def2-TZVPD.

```
11
Properties=species:S:1:pos:R:3:forces:R:3
N 1.24675 1.61559 -2.15511 -0.27 -0.65 1.18
C 1.01146 1.04917 -1.17304 0.35 0.73 -1.13
C 0.61823 0.33187 0.05058 -0.16 0.19 -0.09
O 1.50543 -0.73861 0.24678 -0.03 -0.10 0.20
C -0.81655 -0.17616 -0.15126 0.04 0.09 -0.24
O -1.06920 -1.09057 0.89986 -0.23 -0.02 0.24
H 0.65410 1.04608 0.89176 -0.03 -0.19 -0.16
H 1.09678 -1.30297 0.92210 0.07 0.08 -0.15
H -0.86113 -0.70534 -1.11126 -0.01 0.03 0.16
H -1.51094 0.67555 -0.20135 0.11 -0.27 0.21
H -1.89219 -0.90616 1.36537 0.15 0.12 -0.21
```
Forces are in eV/Å.

Properties
Gap between HOMO and LUMO   11.26 eV
SMILES string   N#C[C@H](O)CO
E_HOMO   -10.89 eV
ΔE to the lowest compared entry with this formula, charge and spin   149.6 kJ/mol

---

No. 6
Here is the molecule C3H5NO2 in a non-equilibrium geometry from the OMol25 dataset. Energies are from wB97M-V/def2-TZVPD.

```
11
Properties=species:S:1:pos:R:3:forces:R:3
C -0.93353 1.41487 -0.14450 -0.24 0.18 -0.02
N 0.15824 0.54251 0.25556 0.05 -0.31 -0.49
C -0.08639 -0.81043 0.14770 -0.43 -0.15 -1.04
O -1.12258 -1.34124 0.47469 0.28 0.15 -0.63
C 1.19412 -1.63860 -0.12958 -0.01 0.16 1.95
O 1.64319 -1.61980 0.99510 1.70 -0.76 0.39
H -1.83892 1.10046 0.37368 0.09 0.11 -0.05
H -0.70296 2.44839 0.11709 -0.03 -0.13 0.03
H -1.10452 1.34660 -1.22790 -0.08 0.13 0.19
H 1.08405 0.84456 -0.01386 -0.12 -0.09 -0.06
H 1.77769 -2.24149 -0.88224 -1.22 0.70 -0.27
```
Forces are in eV/Å.

Properties
Gap between HOMO and LUMO   10.00 eV
SMILES string   CNC(=O)C=O
E_HOMO   -9.41 eV
ΔE to the lowest compared entry with this formula, charge and spin   199.6 kJ/mol

---

No. 7
Here is the molecule C3H5NO2 from the OMol25 dataset. Energies are from wB97M-V/def2-TZVPD.

```
11
Properties=species:S:1:pos:R:3:forces:R:3
O -1.83237 0.61658 -0.50556 0.22 0.00 0.03
C -1.24914 0.58338 0.64443 0.12 -0.09 0.02
C 0.13540 0.37148 0.67764 -0.25 0.40 0.02
N 0.68282 0.45621 -0.66323 0.13 -0.29 0.05
C 1.22931 -0.72398 -0.90144 0.00 0.08 -0.08
O 1.21853 -1.67310 -0.05873 -0.17 0.24 0.00
H -1.89881 0.71304 1.50736 0.11 -0.04 -0.08
H 0.67293 0.81272 1.52163 -0.06 -0.09 -0.10
H 0.38208 -0.86826 0.79870 0.08 -0.19 -0.06
H -1.03547 0.59605 -1.14109 -0.14 -0.04 0.07
H 1.69473 -0.88413 -1.87970 -0.04 0.03 0.14
```
Forces are in eV/Å.

Properties
Gap between HOMO and LUMO   9.25 eV
E_HOMO   -9.32 eV
ΔE to the lowest compared entry with this formula, charge and spin   290.6 kJ/mol

---

No. 8
Here is the molecule C3H5NO2 in a non-equilibrium geometry from the OMol25 dataset. Energies are from wB97M-V/def2-TZVPD.

```
11
Properties=species:S:1:pos:R:3:forces:R:3
N -0.37992 1.38675 1.12585 0.26 -0.07 0.20
C -0.77625 0.63687 0.04104 -0.33 -0.18 0.14
O -1.14624 -0.91209 0.35422 -0.49 0.89 -0.32
C -0.10606 -0.53855 -0.42241 0.35 0.37 -0.12
C 1.19276 -1.06459 -0.74603 0.41 -0.18 0.15
O 0.12966 -0.94574 -1.72591 -0.03 -0.10 -0.18
H 0.13570 0.82259 1.78088 0.23 0.08 0.22
H -1.10338 1.90879 1.60428 -0.04 -0.14 -0.25
H -1.40183 1.18278 -0.66304 -0.36 -0.56 0.19
H 2.03561 -0.39290 -0.89426 -0.06 -0.11 0.00
H 1.41995 -2.08392 -0.45464 0.06 0.00 -0.04
```
Forces are in eV/Å.

Properties
Gap between HOMO and LUMO   10.70 eV
SMILES string   N[C@@H]1O[C@]12CO2
E_HOMO   -9.77 eV
ΔE to the lowest compared entry with this formula, charge and spin   314.7 kJ/mol